Here is a cluster of 9 separate species, C24H45Cl16N5O2S3 in total at a distorted geometry from the Open Molecules 2025 dataset. Energies are from ωB97M-V/def2-TZVPD.

Positions of all 95 atoms, in Å:
N 2.43 -0.88 1.72
C 1.14 -1.33 1.07
N 1.20 -2.78 0.65
C 0.68 -0.30 -0.15
C 1.96 0.42 -0.91
C 2.89 -0.63 -1.75
S 4.54 -1.05 -0.97
C 5.29 0.41 -0.07
N 5.03 1.90 -0.12
N 5.91 2.54 0.77
C 6.80 1.46 1.39
O 6.41 0.11 0.88
O -0.07 0.80 0.51
C -1.39 1.01 -0.11
S -1.37 1.34 -1.95
N -1.98 2.27 0.55
C -1.25 2.50 1.72
S -0.90 2.61 3.41
H 3.17 -1.62 1.71
H 2.25 -0.49 2.67
H 0.28 -1.25 1.89
H 2.15 -3.01 0.29
H 0.54 -2.95 -0.14
H 0.02 -0.95 -0.88
H 1.51 1.18 -1.70
H 2.53 1.04 -0.09
H 2.27 -1.66 -1.79
H 2.97 -0.30 -2.89
H 7.66 1.71 2.16
H -2.15 0.14 0.19
H -0.66 0.29 -2.58
Cl 5.34 -2.96 2.98
C 6.92 -2.14 3.05
C 7.78 -2.64 4.20
Cl 7.12 -2.17 5.79
H 6.74 -1.06 3.12
H 7.42 -2.33 2.10
H 8.78 -2.21 4.13
H 7.88 -3.73 4.18
Cl -5.85 -1.13 -5.69
C -5.80 -0.48 -4.03
C -4.39 -0.14 -3.59
Cl -3.39 -1.59 -3.36
H -6.27 -1.21 -3.37
H -6.42 0.43 -4.03
H -4.42 0.38 -2.63
H -3.89 0.51 -4.31
Cl 4.37 0.35 -5.30
C 5.95 1.18 -5.23
C 6.81 0.67 -4.08
Cl 6.15 1.15 -2.49
H 5.77 2.25 -5.15
H 6.45 0.98 -6.18
H 7.81 1.11 -4.15
H 6.91 -0.42 -4.09
Cl -0.73 3.17 6.25
C 0.85 4.00 6.32
C 1.71 3.49 7.47
Cl 1.05 3.97 9.06
H 0.67 5.07 6.40
H 1.35 3.80 5.37
H 2.71 3.93 7.40
H 1.81 2.40 7.45
Cl -3.63 2.04 6.32
C -4.62 3.40 6.91
C -5.23 4.20 5.77
Cl -3.99 5.10 4.85
H -3.99 4.02 7.55
H -5.42 2.97 7.52
H -5.93 4.94 6.17
H -5.77 3.56 5.07
Cl -7.30 -2.08 -1.20
C -9.07 -2.12 -0.98
C -9.75 -3.02 -2.00
Cl -9.66 -2.36 -3.65
H -9.44 -1.09 -1.04
H -9.25 -2.49 0.03
H -10.81 -3.13 -1.75
H -9.30 -4.02 -2.01
Cl -13.18 -3.11 -2.87
C -13.44 -3.26 -4.63
C -13.85 -1.94 -5.26
Cl -15.48 -1.43 -4.76
H -14.19 -4.03 -4.79
H -12.49 -3.60 -5.06
H -13.87 -2.04 -6.35
H -13.15 -1.13 -5.01
Cl 10.14 -1.38 -0.79
C 11.19 -1.11 -2.21
C 10.46 -0.41 -3.34
Cl 9.21 -1.44 -4.08
H 11.59 -2.08 -2.52
H 12.03 -0.49 -1.87
H 11.17 -0.15 -4.13
H 9.98 0.51 -3.00

Computed properties:
Calculated total energy ... -9923.03987 Ha
Total charge ... 0
F_max ... 0.154 hartree/bohr

Okay, here come the Mulliken numbers, in e, for every atom:
1 N -0.257
2 C -0.104
3 N -0.645
4 C -0.578
5 C -0.344
6 C -0.064
7 S -0.117
8 C 0.203
9 N 0.007
10 N -0.531
11 C -0.084
12 O -0.100
13 O -0.212
14 C 0.578
15 S -0.337
16 N -0.599
17 C 0.233
18 S -0.005
19 H 0.029
20 H 0.227
21 H 0.221
22 H 0.304
23 H 0.305
24 H 0.274
25 H 0.344
26 H 0.157
27 H 0.310
28 H -0.018
29 H 0.318
30 H 0.269
31 H 0.158
32 Cl -0.203
33 C -0.199
34 C -0.436
35 Cl -0.191
36 H 0.147
37 H 0.221
38 H 0.319
39 H 0.333
40 Cl -0.208
41 C -0.063
42 C -0.372
43 Cl -0.191
44 H -0.094
45 H 0.329
46 H 0.278
47 H 0.335
48 Cl -0.200
49 C -0.468
50 C -0.363
51 Cl -0.040
52 H 0.329
53 H 0.343
54 H 0.266
55 H 0.152
56 Cl -0.125
57 C -0.514
58 C -0.428
59 Cl -0.190
60 H 0.308
61 H 0.294
62 H 0.321
63 H 0.295
64 Cl -0.169
65 C -0.450
66 C -0.407
67 Cl -0.162
68 H 0.305
69 H 0.319
70 H 0.293
71 H 0.298
72 Cl -0.183
73 C -0.517
74 C -0.214
75 Cl -0.174
76 H 0.322
77 H 0.337
78 H 0.121
79 H 0.309
80 Cl -0.194
81 C -0.391
82 C -0.437
83 Cl -0.182
84 H 0.370
85 H 0.234
86 H 0.307
87 H 0.297
88 Cl -0.118
89 C -0.522
90 C -0.428
91 Cl -0.184
92 H 0.329
93 H 0.309
94 H 0.348
95 H 0.305